(1)
Computed, not measured: a single C3H5NO4 molecule, with the ωB97M-V functional and the def2-TZVPD basis.

Geometry as XYZ:
```
13
Properties=species:S:1:pos:R:3
O -2.71580 0.69886 -0.45820
N -1.70713 0.31863 0.06981
O -1.57900 -0.13607 1.17598
C -0.52139 0.20704 -0.81840
C 0.84930 0.72129 -0.07088
C 1.10010 -0.58448 0.72074
O 0.46614 -1.67154 0.07004
O -0.18700 -1.17200 -1.07286
H -0.78069 0.70444 -1.78519
H 0.65122 1.62037 0.53313
H 1.69037 0.71779 -0.91997
H 2.06080 -0.93170 0.79611
H 0.67307 -0.49262 1.75970
```

Summary:
- LUMO energy (eV) = 0.04
- multiplicity = 1
- HOMO-LUMO gap (eV) = 9.972
- ΔE to the lowest compared entry with this formula, charge and spin (kJ/mol) = 716.3
- SMILES = O=[N+]([O-])[C@H]1CCOO1
- DFT total energy (eV) = -12865.45072
- largest force on an atom (eV/Å) = 3.318

Atom charges from the natural (NBO) analysis, given in e for atoms 1 to 2: -0.355 0.503



(2)
Computed, not measured: a molecular structure, C12H5BCl5F4N5Ni, with the ωB97M-V functional and the def2-TZVPD basis.

Geometry as XYZ:
```
33
Properties=species:S:1:pos:R:3
Ni 0.15939 -0.59322 -0.24129
Cl 1.51807 -2.10191 1.05128
C 1.97323 -2.34348 -0.66496
C 1.21205 -1.57442 -1.50798
C 1.63578 -1.61775 -2.83041
Cl 0.89639 -0.59791 -4.03201
C 2.69615 -2.42730 -3.24320
Cl 3.18148 -2.46098 -4.89279
C 3.39288 -3.21564 -2.32151
Cl 4.69291 -4.22273 -2.81881
C 3.03796 -3.16138 -0.98017
Cl 3.87487 -4.04560 0.23159
N -1.17251 1.32314 3.09998
C -0.31969 0.42314 2.62481
N -0.55664 0.26376 1.33716
C -1.57916 1.11852 1.08634
N -2.00064 1.78631 2.12719
C -2.08923 1.17047 -0.28188
C -3.03456 2.06154 -0.73399
N -3.45235 2.05158 -1.99981
C -2.89253 1.14062 -2.78279
C -1.92669 0.24762 -2.33937
N -1.51355 0.25856 -1.07926
H -1.24453 1.67536 4.04016
H 0.44288 -0.05873 3.21389
H -3.45695 2.79704 -0.06167
H -3.21143 1.10775 -3.81709
H -1.48560 -0.47840 -2.99587
F 1.33458 1.17084 -0.37242
B 1.36624 2.34709 -1.24584
F 1.56983 3.44842 -0.42915
F 0.09915 2.40904 -1.86613
F 2.37189 2.15780 -2.17278
```

Summary:
- LUMO energy (alpha / beta) (eV) = -1.07 / -1.07
- multiplicity = 1
- HOMO-LUMO gap (alpha / beta) (eV) = 8.257 / 8.254
- ΔE to the lowest compared entry with this formula, charge and spin (kJ/mol) = 0.0
- DFT total energy (eV) = -135182.83953
- largest force on an atom (eV/Å) = 0.673

Atom charges from the natural (NBO) analysis, given in e for atoms 1 to 2: 1.068 0.006



(3)
Computed, not measured: a single C19H19ClN2O3 molecule, with the ωB97M-V functional and the def2-TZVPD basis.

Geometry as XYZ:
```
44
Properties=species:S:1:pos:R:3
O -2.34135 -1.04123 -2.53316
C -2.43491 -0.77340 -1.34931
C -3.25718 0.39388 -0.88825
C -2.92868 1.67445 -1.31484
C -3.72317 2.74966 -0.95684
C -4.85710 2.55834 -0.18650
C -5.18884 1.27508 0.21929
Cl -6.60894 1.02180 1.17361
C -4.40004 0.19010 -0.12327
N -1.86064 -1.52306 -0.38107
C -1.69012 -1.13505 0.99762
C -0.21113 -0.83714 1.26918
N 0.57465 -2.01318 0.95473
C 1.95552 -1.94560 1.41363
C 2.78408 -0.86472 0.75893
C 3.47856 -1.12674 -0.41315
C 4.20475 -0.14405 -1.08204
C 4.20536 1.11367 -0.53204
C 3.51308 1.38891 0.64800
C 2.79895 0.42187 1.30929
O 3.68494 2.70777 0.97849
C 4.51339 3.25275 -0.02605
O 4.82935 2.25222 -0.96925
C 0.43506 -2.34792 -0.45041
C -1.03343 -2.65383 -0.74437
H -2.05293 1.81866 -1.92885
H -3.46345 3.74497 -1.28391
H -5.48336 3.39112 0.09196
H -4.67678 -0.80455 0.19121
H -2.29325 -0.25615 1.22353
H -2.00716 -1.96759 1.63507
H -0.08195 -0.59999 2.32714
H 0.09161 0.04054 0.67066
H 1.92641 -1.78762 2.49499
H 2.40316 -2.92399 1.22076
H 3.46710 -2.12630 -0.82038
H 4.74418 -0.35742 -1.98920
H 2.27984 0.64921 2.22578
H 5.44073 3.63661 0.42915
H 3.98765 4.08070 -0.52825
H 1.03705 -3.23364 -0.66124
H 0.77067 -1.52786 -1.10777
H -1.18055 -2.85116 -1.80699
H -1.35112 -3.52010 -0.15588
```

Summary:
- LUMO energy (eV) = 0.61
- multiplicity = 1
- HOMO-LUMO gap (eV) = 8.836
- ΔE to the lowest compared entry with this formula, charge and spin (kJ/mol) = 200.6
- SMILES = O=C(c1cccc(Cl)c1)N1CCN(Cc2ccc3c(c2)OCO3)CC1
- DFT total energy (eV) = -41656.39376
- largest force on an atom (eV/Å) = 1.286

Atom charges from the natural (NBO) analysis, given in e for atoms 1 to 2: -0.613 0.664



(4)
Computed, not measured: a molecular structure, C39H50As3CrF18N8O4, with the ωB97M-V functional and the def2-TZVPD basis.

Geometry as XYZ:
```
123
Properties=species:S:1:pos:R:3
Cr 1.65539 2.78692 3.38299
N 2.13282 0.50570 0.89768
O 2.90889 -0.37334 1.20102
O 1.51577 0.50386 -0.18138
O 1.88916 1.39632 1.79123
C 5.92341 -2.05146 1.16848
C 5.63210 -2.32142 2.63725
O 6.51848 -2.83939 3.39539
N 4.27934 -1.94592 3.20554
H 4.47290 -1.10338 3.72781
H 3.65026 -1.62019 2.48564
C 3.57545 -3.09549 3.99274
H 5.64562 -1.01470 0.97858
H 5.35228 -2.56994 0.39836
H 6.98919 -2.12822 0.95331
H 4.33112 -3.29689 4.75203
H 3.34577 -3.93039 3.33071
H 2.64342 -2.79576 4.47188
C 1.21513 -5.17726 -5.20479
N 1.83138 -3.84020 -5.06647
C 2.64211 -3.59705 -3.99299
C 3.28883 -2.39262 -3.84801
C 2.96220 -1.32806 -4.71958
C 2.04025 -1.58902 -5.77363
C 1.52738 -2.88364 -5.98801
C 3.49992 0.00967 -4.36282
C 4.42766 0.64649 -5.18363
C 4.99995 1.79722 -4.74329
N 4.68720 2.38339 -3.54131
C 3.78215 1.78544 -2.72346
C 3.20071 0.56229 -3.13729
C 5.40322 3.61357 -3.06972
H 0.88713 -5.28160 -6.23902
H 0.26477 -5.30904 -4.68754
H 1.89507 -6.00775 -5.01484
H 2.64052 -4.36731 -3.23595
H 3.87344 -2.18783 -2.96331
H 1.81299 -0.76542 -6.43426
H 0.89225 -3.24712 -6.78230
H 4.69285 0.19698 -6.12916
H 5.81022 2.24354 -5.30067
H 3.57917 2.19223 -1.74381
H 2.46609 0.10779 -2.48909
H 6.38250 3.27939 -2.72704
H 4.85498 4.02971 -2.22452
H 5.50939 4.37898 -3.83847
C -4.84942 -3.77812 7.92928
N -4.10411 -3.26405 6.76288
C -4.72715 -2.64919 5.75923
C -4.00329 -2.23627 4.64784
C -2.68677 -2.70871 4.48757
C -2.08228 -3.40507 5.55383
C -2.85059 -3.68316 6.66674
C -1.92176 -2.60167 3.26402
C -1.13095 -3.68019 2.76348
C -0.45409 -3.57452 1.55605
N -0.40996 -2.40031 0.88090
C -1.10935 -1.33670 1.31940
C -1.84881 -1.40163 2.51227
C 0.25192 -2.38913 -0.47708
H -4.88456 -4.86615 7.87400
H -5.87040 -3.41092 7.82509
H -4.29999 -3.42811 8.80319
H -5.76844 -2.42412 5.93655
H -4.51399 -1.56950 3.96885
H -1.12287 -3.89517 5.47813
H -2.42858 -4.25913 7.47702
H -1.22094 -4.59184 3.33550
H 0.05276 -4.43884 1.15298
H -0.99876 -0.49366 0.65348
H -2.33675 -0.45940 2.71353
H 1.33215 -2.43874 -0.34021
H -0.17615 -1.60201 -1.09780
H -0.21882 -3.26317 -0.92716
C -0.39792 3.46849 -1.01862
N -1.59764 3.51031 -1.85123
C -2.65028 4.28941 -1.65899
C -3.75955 4.25750 -2.51075
C -3.79589 3.44528 -3.66960
C -2.65356 2.71759 -3.88066
C -1.60148 2.71971 -2.97146
C -5.09068 3.27725 -4.48967
C -5.98458 4.35310 -4.66540
C -7.13572 4.16158 -5.47319
N -7.44230 2.95995 -6.10800
C -6.53516 1.98899 -6.01518
C -5.38684 2.05915 -5.18677
C -8.78987 2.81442 -6.73516
H -0.12041 4.50786 -0.84313
H 0.37561 2.85956 -1.48654
H -0.60760 2.95139 -0.08227
H -2.65521 4.97619 -0.82550
H -4.66750 4.64689 -2.07439
H -2.52991 2.06209 -4.73003
H -0.68162 2.20862 -3.21444
H -5.75560 5.30765 -4.21506
H -7.84975 4.96756 -5.55662
H -6.77536 1.16471 -6.67035
H -4.74543 1.21551 -4.97878
H -8.70724 3.58083 -7.50580
H -9.57727 2.96645 -5.99693
H -8.77160 1.84075 -7.22477
As 0.51006 -0.16385 5.44471
F 2.26700 -0.33540 5.69097
F 0.38959 0.91727 6.92797
F -1.25777 0.01143 5.19935
F 0.75987 -1.18918 3.98279
F 0.19552 -1.64245 6.49407
F 0.83285 1.28198 4.47796
As 5.38255 2.09770 3.80570
F 3.66205 2.57878 3.84525
F 5.94906 3.79793 3.63485
F 7.06287 1.47108 3.80572
F 4.86603 0.49357 4.22163
F 5.26377 1.79371 2.05616
F 5.48333 2.35620 5.58634
As -2.09666 3.18786 2.69288
F -3.83068 3.28796 2.32738
F -2.30165 4.47346 3.88072
F -0.29086 3.01951 2.91318
F -2.04953 1.84355 1.37198
F -1.75437 4.37374 1.40920
F -2.30195 1.95705 3.96626
```

Summary:
- net charge = +5
- LUMO energy (alpha / beta) (eV) = -12.18 / -12.18
- multiplicity = 5
- HOMO-LUMO gap (alpha / beta) (eV) = 7.485 / 7.491
- DFT total energy (eV) = -321172.29314
- largest force on an atom (eV/Å) = 6.795

Atom charges from the Löwdin analysis, given in e for atoms 1 to 2: 1.221 -0.519